[1]
# C3H9O

A 2-piece molecular cluster, C3H9O overall at a distorted geometry (ωB97M-V with the def2-TZVPD basis set, the OMol25 dataset).

Each line ends with the Löwdin charge.
Cartesian coordinates (Å):
C -2.57 0.46 -0.80  -0.081
H -1.67 0.94 -1.15  -0.008
H -2.70 0.91 0.15  -0.007
H -2.36 -0.59 -0.75  0.007
H -3.39 0.57 -1.45  -0.021
C 1.23 0.24 0.86  -0.609
O 0.08 0.43 0.16  -0.373
C 2.04 -0.85 0.15  -0.174
H 0.95 -0.08 1.93  0.073
H 1.88 1.15 0.98  0.061
H 3.02 -1.02 0.68  0.050
H 2.11 -0.48 -0.86  0.042
H 1.37 -1.69 0.11  0.040

Computed properties:
gap between HOMO and LUMO	6.688	eV
charge	-1
HOMO level	-2.121	eV
F_max	0.02890	hartree/bohr
E_LUMO	4.57	eV
ΔE to the lowest compared entry with this formula, charge and spin	0.4362	eV
2S+1	1
total energy	-5303.4592	eV

***

[2]
# C4H8NO2

C4H8NO2 as an isolated structure at a distorted geometry (ωB97M-V with the def2-TZVPD basis set, the OMol25 dataset).

Each line ends with the Löwdin charge.
Cartesian coordinates (Å):
C -1.80 1.59 0.78  0.259
C -1.18 0.60 0.58  -0.012
C -0.37 -0.53 0.43  -0.564
C 1.52 0.78 0.46  0.003
N -0.28 -0.87 -1.40  0.227
O -0.89 -1.70 0.77  0.158
O 0.86 -0.45 0.80  -0.009
H -2.10 2.58 0.69  0.065
H 1.10 1.04 -0.50  0.077
H 2.71 0.49 0.49  0.175
H 1.34 1.55 1.23  0.112
H 0.58 -1.49 -1.53  0.177
H 0.01 0.01 -1.81  0.105
H -1.12 -1.12 -1.81  0.104
H -0.39 -2.48 0.81  0.125

Computed properties:
gap between HOMO and LUMO	11.904	eV
charge	+1
HOMO level	-15.765	eV
F_max	0.08623	hartree/bohr
E_LUMO	-3.86	eV
ΔE to the lowest compared entry with this formula, charge and spin	3.9341	eV
2S+1	1
total energy	-9852.3965	eV

***

[3]
# C6H7N2O4

An isolated ion of composition C6H7N2O4 and charge -1 at a distorted geometry (ωB97M-V with the def2-TZVPD basis set, the OMol25 dataset).

Each line ends with the Löwdin charge.
Cartesian coordinates (Å):
C 0.32 2.69 -0.18  -0.040
C -0.38 1.61 -0.54  -0.224
N -0.12 0.39 -0.12  -0.219
C 1.02 0.14 0.69  -0.090
C 1.36 -1.33 0.33  -0.245
O 0.53 -2.33 0.95  0.005
C 2.46 -1.57 -0.30  -0.103
O 3.55 -1.79 -0.76  0.103
N -0.92 -0.64 -0.56  0.027
C -2.15 -0.57 -0.06  -0.648
O -2.69 0.34 0.64  -0.050
O -2.87 -1.69 -0.41  0.048
H 0.21 3.56 -0.75  -0.007
H 1.16 2.54 0.47  0.003
H -1.30 1.75 -1.08  0.114
H 0.77 0.52 1.72  0.150
H 1.83 0.73 0.20  0.113
H -0.35 -2.09 0.75  0.023
H -2.44 -2.25 -0.99  0.039

Computed properties:
gap between HOMO and LUMO	6.784	eV
charge	-1
structure (SMILES)	C=CN(CC(O)=C=O)/N=C(\[O-])O
HOMO level	-3.406	eV
F_max	0.08146	hartree/bohr
E_LUMO	3.38	eV
ΔE to the lowest compared entry with this formula, charge and spin	4.2206	eV
2S+1	1
total energy	-17503.4407	eV